# 1
C5H6O2 in the gas phase in a non-equilibrium geometry. Source: the Open Molecules 2025 dataset; level of theory: the ωB97M-V functional and the def2-TZVPD basis.

Last column: Löwdin charge in e.
CARTESIAN COORDINATES (ANGSTROEM)
O1 0.92 -1.98 0.51  0.00
C1 0.37 -1.18 -0.40  -0.21
C2 -1.09 -0.65 -0.27  -0.09
C3 -0.96 0.76 0.32  -0.08
C4 0.51 0.93 0.30  -0.42
O2 1.03 1.60 1.15  0.11
C5 1.34 -0.05 -0.45  -0.07
H1 -1.66 -1.33 0.36  0.12
H2 -1.55 -0.62 -1.26  0.11
H3 -1.29 0.84 1.37  0.14
H4 -1.43 1.57 -0.24  0.13
H5 2.29 -0.24 0.05  0.15
H6 1.51 0.34 -1.44  0.12

The value obtained for the relative energy (zero: lowest compared OMol25 entry of this formula, charge and spin) is 50.23 kcal per mole. As for the frontier orbital gap: 9.17 eV.

# 2
An isolated ion of composition C2H7N2 and charge +1 in a non-equilibrium geometry. Source: the Open Molecules 2025 dataset; level of theory: the ωB97M-V functional and the def2-TZVPD basis.

Last column: Löwdin charge in e.
CARTESIAN COORDINATES (ANGSTROEM)
C1 0.14 -0.01 -0.67  -0.14
C2 -0.70 0.22 0.36  -0.06
N1 -0.55 -0.80 1.47  0.17
N2 0.99 0.76 -1.45  0.09
H1 0.73 -0.93 -0.57  0.12
H2 -1.66 0.69 0.45  0.12
H3 -0.59 -0.42 2.41  0.17
H4 -1.30 -1.47 1.47  0.16
H5 0.32 -1.32 1.33  0.15
H6 1.91 0.38 -1.31  0.10
H7 1.02 1.77 -1.42  0.12

The value obtained for the relative energy (zero: lowest compared OMol25 entry of this formula, charge and spin) is 56.13 kcal per mole. Its charge is +1. As for the frontier orbital gap: 9.69 eV.

# 3
A 3-piece molecular cluster, C3H11NO2S2 overall in a non-equilibrium geometry. Source: the Open Molecules 2025 dataset; level of theory: the ωB97M-V functional and the def2-TZVPD basis.

Last column: Löwdin charge in e.
CARTESIAN COORDINATES (ANGSTROEM)
N1 0.68 0.92 0.88  0.06
C1 -0.50 1.01 0.08  -0.47
C2 -0.32 1.34 -1.42  -0.32
O1 0.90 1.88 -1.72  -0.07
C3 -1.30 -0.28 0.12  -0.71
S1 -1.97 -0.82 1.62  0.78
S2 1.06 -1.46 -1.45  0.59
H1 1.25 1.73 0.82  0.08
H2 1.23 0.12 0.66  0.01
H3 -1.14 1.77 0.54  0.14
H4 -0.41 0.38 -1.97  0.05
H5 -1.11 1.99 -1.72  0.12
H6 1.47 1.06 -1.64  0.06
H7 -0.56 -1.09 -0.24  -0.01
H8 -2.06 -0.20 -0.65  0.09
H9 0.87 -2.09 -0.27  -0.24
H10 0.97 -2.62 2.59  0.05
H11 0.01 -1.66 1.89  -0.10
O2 0.92 -1.97 1.88  -0.11

The value obtained for the relative energy (zero: lowest compared OMol25 entry of this formula, charge and spin) is 103.38 kcal per mole. As for the frontier orbital gap: 4.87 eV.

# 4
C2H2BrClO as an isolated structure in a non-equilibrium geometry. Source: the Open Molecules 2025 dataset; level of theory: the ωB97M-V functional and the def2-TZVPD basis.

Last column: Mulliken spin population.
CARTESIAN COORDINATES (ANGSTROEM)
C1 0.81 -0.58 0.73  0.68
C2 -0.45 0.47 -0.41  0.49
O1 0.74 -0.60 1.87  0.60
Cl1 -0.27 -0.17 -2.09  0.08
Br1 -2.26 0.44 0.06  0.12
H1 1.50 -0.95 0.03  0.05
H2 -0.07 1.38 -0.20  -0.01

The spin multiplicity is 3. The value obtained for the relative energy (zero: lowest compared OMol25 entry of this formula, charge and spin) is 25.04 kcal per mole. As for the frontier orbital gap (spin up / spin down): 6.43 / 8.22 eV.

# 5
A 2-piece molecular cluster, C4H8NO3 overall in a non-equilibrium geometry. Source: the Open Molecules 2025 dataset; level of theory: the ωB97M-V functional and the def2-TZVPD basis.

Last column: Löwdin charge in e.
CARTESIAN COORDINATES (ANGSTROEM)
C1 -1.01 -2.01 0.94  -0.02
C2 -2.09 -0.98 0.82  -0.61
O1 -3.27 -1.30 0.73  -0.02
N1 -1.73 0.32 0.76  0.16
H1 -2.35 0.94 0.27  0.10
H2 -0.77 0.66 0.75  0.06
H3 -1.12 -2.74 1.74  0.07
H4 -0.01 -1.56 0.96  0.08
H5 -0.97 -2.67 0.07  0.08
C3 2.08 1.24 -2.16  -0.05
C4 1.99 0.88 -0.64  -0.77
O2 1.02 1.39 0.01  -0.14
O3 2.89 0.15 -0.19  -0.09
H6 1.20 0.91 -2.71  0.05
H7 2.99 0.79 -2.54  0.04
H8 2.17 2.33 -2.19  0.05

The value obtained for the relative energy (zero: lowest compared OMol25 entry of this formula, charge and spin) is 9.21 kcal per mole. Its charge is -1. As for the frontier orbital gap: 8.30 eV.

# 6
A 2-piece molecular cluster, C34H41Br2ClF5I2N3O4 overall in a non-equilibrium geometry. Source: the Open Molecules 2025 dataset; level of theory: the ωB97M-V functional and the def2-TZVPD basis.

Last column: Löwdin charge in e.
CARTESIAN COORDINATES (ANGSTROEM)
C1 3.49 4.76 -1.14  -0.11
C2 2.14 4.76 -0.20  -0.26
C3 1.00 3.84 -0.82  -0.59
Br1 -0.63 4.94 -0.99  0.76
C4 0.79 2.37 -0.13  -0.34
C5 2.23 1.65 -0.47  -0.08
C6 2.39 0.17 0.12  -0.14
C7 3.79 0.02 0.97  -0.15
C8 4.72 -1.17 0.35  -0.22
N1 5.82 -0.51 -0.42  0.00
C9 6.22 -1.33 -1.57  -0.47
N2 6.25 -0.80 -2.78  0.07
N3 6.64 -2.74 -1.40  0.07
O1 -0.13 1.71 -0.92  -0.13
C10 -1.37 1.14 -0.64  -0.21
C11 -2.64 2.15 -0.43  -0.10
C12 -2.76 2.78 1.07  -0.66
O2 -2.70 3.99 1.34  -0.05
Br2 -3.18 1.57 2.63  0.75
C13 -1.88 0.07 -1.78  -0.36
C14 -2.87 -1.01 -1.03  -0.17
C15 -2.12 -2.00 -0.03  -0.10
C16 -0.64 -2.07 0.36  -0.01
C17 -0.08 -3.10 1.41  -0.05
C18 -1.02 -4.10 2.14  -0.07
C19 -2.53 -4.05 1.75  -0.05
C20 -3.07 -3.04 0.71  -0.16
C21 -4.65 -3.04 0.41  -0.08
O3 -1.02 -0.82 -2.40  -0.04
C22 0.25 -0.68 -2.87  -0.30
F1 1.07 -1.79 -2.36  -0.05
C23 0.27 -0.95 -4.49  -0.07
C24 1.23 -2.20 -4.87  -0.68
O4 2.48 -2.06 -4.88  -0.03
Cl1 0.60 -3.85 -5.34  0.59
C25 -2.88 0.76 -2.88  -0.53
I1 -5.05 0.31 -2.98  0.93
C26 -2.52 1.73 -3.86  -0.70
C27 -3.58 2.37 -4.90  -0.24
I2 -0.53 2.52 -4.06  1.06
C28 0.75 2.46 1.45  -0.29
F2 0.17 3.69 1.92  0.04
F3 2.05 2.48 2.09  0.06
F4 0.07 1.43 2.15  0.06
H1 3.24 4.56 -2.24  0.08
H2 3.97 5.81 -1.09  0.08
H3 4.26 3.99 -0.80  0.07
H4 1.77 5.86 -0.28  0.09
H5 2.39 4.62 0.90  0.11
H6 1.34 3.58 -1.90  0.05
H7 3.13 2.26 -0.14  0.09
H8 2.26 1.62 -1.63  0.13
H9 2.51 -0.54 -0.76  0.10
H10 1.57 -0.10 0.87  0.10
H11 4.36 1.00 1.08  0.11
H12 3.53 -0.34 2.03  0.11
H13 5.07 -1.82 1.23  0.12
H14 4.14 -1.86 -0.36  0.11
H15 5.57 0.44 -0.70  0.10
H16 6.59 -1.49 -3.47  0.03
H17 6.56 -3.25 -2.30  0.09
H18 6.03 -3.26 -0.76  0.07
H19 -1.35 0.54 0.34  0.13
H20 -3.66 1.60 -0.48  0.10
H21 -2.71 2.95 -1.24  0.09
H22 -3.73 -0.55 -0.46  0.08
H23 -3.19 -1.71 -1.89  0.11
H24 0.08 -1.33 -0.13  0.06
H25 1.02 -3.12 1.70  0.08
H26 -0.60 -4.82 2.91  0.09
H27 -3.26 -4.76 2.29  0.10
H28 -4.90 -3.05 -0.70  0.08
H29 -5.04 -2.04 0.86  0.09
H30 -5.13 -3.87 1.02  0.08
H31 0.88 0.25 -2.71  0.11
H32 0.79 -0.04 -4.99  0.08
H33 -0.78 -1.04 -4.93  0.12
H34 -3.96 1.54 -5.59  0.07
H35 -3.09 3.18 -5.55  0.06
H36 -4.45 2.90 -4.35  0.06
F5 -3.97 -2.66 4.04  0.06
C29 -3.31 -2.17 5.09  -0.28
C30 -2.97 -3.02 6.14  -0.02
C31 -2.28 -2.51 7.23  -0.09
C32 -1.96 -1.15 7.28  -0.10
C33 -2.31 -0.31 6.23  -0.07
C34 -2.99 -0.83 5.13  -0.04
H37 -3.24 -4.07 6.09  0.11
H38 -2.00 -3.16 8.05  0.10
H39 -1.42 -0.75 8.14  0.10
H40 -2.06 0.74 6.26  0.11
H41 -3.26 -0.19 4.29  -0.02

As for the frontier orbital gap: 7.65 eV.

# 7
C5H5NO in the gas phase in a non-equilibrium geometry. Source: the Open Molecules 2025 dataset; level of theory: the ωB97M-V functional and the def2-TZVPD basis.

Last column: Löwdin charge in e.
CARTESIAN COORDINATES (ANGSTROEM)
N1 1.50 2.09 -1.36  0.17
C1 1.17 1.04 -1.01  -0.15
C2 0.77 -0.31 -0.58  -0.27
O1 1.24 -0.58 0.80  -0.07
C3 0.32 -0.40 1.73  0.00
C4 -0.87 0.18 0.98  -0.19
C5 -0.72 -0.51 -0.37  -0.14
H1 1.26 -1.04 -1.23  0.16
H2 -0.83 -1.58 -0.17  0.13
H3 -1.84 0.09 1.46  0.11
H4 -0.62 1.26 0.94  0.13
H5 -1.39 -0.24 -1.18  0.13

The value obtained for the relative energy (zero: lowest compared OMol25 entry of this formula, charge and spin) is 72.73 kcal per mole. As for the frontier orbital gap: 9.58 eV.

# 8
An isolated ion of composition C6H12N3O3P and charge -2 in a non-equilibrium geometry. Source: the Open Molecules 2025 dataset; level of theory: the ωB97M-V functional and the def2-TZVPD basis.

Last column: Löwdin charge in e.
CARTESIAN COORDINATES (ANGSTROEM)
C1 1.83 -1.80 0.42  -0.30
C2 1.14 -0.92 -2.23  -0.14
C3 -0.77 -1.61 -0.70  -0.04
C4 0.97 -0.59 2.74  -0.14
C5 -0.24 1.02 1.54  -0.12
C6 1.24 -0.55 0.19  -0.44
N1 2.17 -2.89 0.54  0.14
N2 0.44 -0.58 -1.00  -0.19
N3 0.26 -0.39 1.48  -0.18
O1 1.72 1.94 -1.00  -0.45
O2 2.72 1.62 1.35  -0.45
O3 3.73 0.36 -0.66  -0.47
P1 2.51 1.05 -0.04  0.15
H1 0.78 -0.32 -3.06  0.07
H2 2.16 -0.58 -2.01  0.05
H3 1.24 -2.00 -2.40  0.07
H4 -1.12 -2.01 -1.69  0.06
H5 -0.25 -2.30 -0.09  0.02
H6 -1.59 -1.06 -0.28  0.04
H7 1.36 -1.58 2.85  0.05
H8 1.69 0.14 2.74  0.03
H9 0.13 -0.54 3.49  0.09
H10 -0.53 1.33 0.51  0.09
H11 -1.09 1.04 2.17  0.04
H12 0.53 1.59 1.91  0.01

The value obtained for the relative energy (zero: lowest compared OMol25 entry of this formula, charge and spin) is 0.00 kcal per mole. Its charge is -2. As for the frontier orbital gap: 6.22 eV.